A molecular structure, C6H24AgO10P, computed with ωB97M-V with the def2-TZVPD basis set.

Structure (XYZ):
```
42
Properties=species:S:1:pos:R:3
Ag 0.723 -0.055 -0.137
P 2.334 -1.617 1.623
O 2.317 -3.104 1.581
O 2.729 -0.962 0.209
O 3.436 -0.988 2.469
O 0.920 -1.017 1.889
C -2.038 -2.619 -0.511
O -1.065 -1.825 0.114
H -2.614 -3.222 0.202
H -2.723 -1.960 -1.048
H -1.594 -3.318 -1.239
H -0.674 -2.229 0.903
C 0.380 3.092 1.698
O 0.953 1.845 1.386
H -0.240 3.390 0.853
H -0.266 3.042 2.588
H 1.140 3.865 1.878
H 1.364 1.472 2.176
C -2.279 1.402 -0.303
O -1.099 1.245 -1.090
H -2.023 1.104 0.713
H -2.619 2.445 -0.297
H -3.092 0.767 -0.670
H -1.309 1.429 -2.008
C 0.578 -1.282 -3.598
O 0.836 -1.405 -2.218
H 1.480 -1.412 -4.205
H -0.211 -1.970 -3.936
H 0.197 -0.271 -3.777
H 1.200 -2.277 -2.037
C 2.017 2.199 -2.675
O 2.149 1.446 -1.472
H 1.919 1.550 -3.553
H 1.121 2.811 -2.581
H 2.869 2.865 -2.835
H 3.077 1.243 -1.314
C -1.929 -1.076 3.702
O -1.111 -0.062 3.198
H -2.084 -1.885 2.976
H -1.537 -1.516 4.634
H -2.912 -0.648 3.942
H -0.321 -0.493 2.770
```

Output
- LUMO (alpha / beta): 2.38 / 2.37 eV
- <S²>: 0.761
- Energy above the lowest of the compared OMol25 structures with the same formula, charge and spin: 0.0 kcal per mole
- HOMO energy (alpha / beta): -4.10 / -3.69 eV
- Charge: -1
- Multiplicity: 2


A single C5H11NO molecule, computed with ωB97M-V with the def2-TZVPD basis set.

Structure (XYZ):
```
18
Properties=species:S:1:pos:R:3
C 2.656 0.554 0.186
O 1.578 1.059 -0.565
C 0.702 0.004 -0.735
C -0.011 -0.562 0.675
N -1.196 -0.639 -0.164
C -2.465 -0.404 0.455
C -0.722 0.350 -1.125
H 3.321 1.414 0.387
H 3.219 -0.215 -0.380
H 2.127 0.027 1.023
H 1.149 -0.828 -1.317
H 0.166 -1.515 1.233
H -0.093 0.243 1.454
H -2.518 0.578 0.965
H -2.659 -1.184 1.199
H -3.253 -0.445 -0.303
H -0.939 1.395 -0.838
H -1.063 0.169 -2.149
```

Output
- LUMO: 1.12 eV
- Energy above the lowest of the compared OMol25 structures with the same formula, charge and spin: 66.8 kcal per mole
- HOMO energy: -8.69 eV


A single C11H22N2O2 molecule, computed with ωB97M-V with the def2-TZVPD basis set.

Structure (XYZ):
```
37
Properties=species:S:1:pos:R:3
O 0.040 1.423 -2.038
O -0.623 0.521 -0.020
C -0.609 1.475 -0.990
N -1.456 2.580 -0.814
N 1.604 -3.204 0.003
C 2.514 -2.962 1.139
C 2.193 -3.075 -1.355
C -0.763 5.494 0.452
C -0.044 -0.740 -0.385
C -1.283 3.868 -1.465
C -1.813 3.080 0.487
C -1.744 4.485 -0.117
C -0.316 -4.206 1.191
C -0.392 -1.779 0.660
C 0.115 -3.140 0.175
H 2.196 -3.440 2.074
H 2.582 -1.895 1.308
H 3.516 -3.318 0.868
H 1.401 -3.207 -2.095
H 3.036 -3.764 -1.580
H 2.598 -2.079 -1.425
H -0.668 6.393 -0.211
H -1.088 5.771 1.477
H 0.192 5.058 0.582
H 1.031 -0.649 -0.510
H -0.445 -1.054 -1.367
H -1.954 4.030 -2.332
H -0.247 4.085 -1.749
H -1.078 2.912 1.253
H -2.751 2.688 0.867
H -2.757 4.849 -0.134
H -1.403 -4.390 1.189
H -0.049 -3.926 2.198
H 0.199 -5.165 0.972
H 0.083 -1.495 1.625
H -1.445 -1.804 0.836
H -0.372 -3.420 -0.765
```

Output
- LUMO: 0.89 eV
- Energy above the lowest of the compared OMol25 structures with the same formula, charge and spin: 68.1 kcal per mole
- HOMO energy: -7.83 eV


A single C4H9NO2 molecule, computed with ωB97M-V with the def2-TZVPD basis set.

Structure (XYZ):
```
16
Properties=species:S:1:pos:R:3
C 1.671 -0.561 -0.595
C 0.431 -0.307 0.219
C 0.512 0.893 1.109
O -0.576 1.038 1.942
N -0.849 0.042 -0.774
C -2.133 -0.362 -0.698
O -2.593 -0.576 0.399
H 1.456 -1.210 -1.446
H 2.415 -1.081 0.016
H 2.127 0.349 -1.002
H 0.088 -1.185 0.780
H 1.398 0.683 1.720
H 0.729 1.810 0.530
H -1.372 0.757 1.254
H -0.676 0.155 -1.756
H -2.629 -0.446 -1.699
```

Output
- LUMO: 0.75 eV
- Energy above the lowest of the compared OMol25 structures with the same formula, charge and spin: 45.4 kcal per mole
- HOMO energy: -10.02 eV


A molecular structure, C8H8AsAuO7S2, computed with ωB97M-V with the def2-TZVPD basis set.

Structure (XYZ):
```
27
Properties=species:S:1:pos:R:3
Au -0.173 0.275 -0.949
O 2.996 1.356 1.856
As 2.460 1.807 0.246
O 3.687 2.640 -0.452
O 1.963 0.441 -0.618
C 0.937 3.013 0.492
C 0.911 4.026 -0.462
C -0.125 4.949 -0.493
C -1.140 4.877 0.445
C -1.117 3.884 1.416
C -0.088 2.954 1.447
S -0.146 1.707 2.746
O 0.968 2.047 3.635
O -1.451 1.830 3.363
O 0.092 0.439 2.057
H 2.267 1.382 2.507
H 1.717 4.068 -1.184
H -0.143 5.711 -1.263
H -1.959 5.587 0.419
H -1.906 3.792 2.149
S -0.313 0.513 -3.393
C -2.582 -1.339 -0.118
C -2.202 -0.017 -0.771
O -3.061 0.771 -1.084
H -3.668 -1.473 -0.122
H -2.208 -1.314 0.909
H -2.084 -2.160 -0.635
```

Output
- LUMO (alpha / beta): 5.27 / 4.50 eV
- <S²>: 2.011
- Energy above the lowest of the compared OMol25 structures with the same formula, charge and spin: 0.0 kcal per mole
- HOMO energy (alpha / beta): -1.13 / -2.27 eV
- Charge: -2
- Multiplicity: 3


A molecular structure, C22H18Br2Cl2CrIN2O4, computed with ωB97M-V with the def2-TZVPD basis set.

Structure (XYZ):
```
52
Properties=species:S:1:pos:R:3
Cr 0.305 -0.803 -0.139
Cl 6.080 3.409 -1.811
C 4.904 2.170 -1.507
C 5.348 0.853 -1.416
C 4.414 -0.136 -1.167
Cl 4.914 -1.786 -1.112
C 3.044 0.126 -0.946
O 2.229 -0.824 -0.691
C 2.623 1.502 -1.060
C 1.270 1.853 -0.882
O 0.341 1.122 -0.432
C 3.581 2.499 -1.358
H 6.391 0.618 -1.541
H 1.000 2.892 -1.126
H 3.254 3.525 -1.425
Br -0.922 -1.972 -4.863
C -2.094 -1.743 -3.386
C -3.444 -2.015 -3.511
C -4.251 -1.939 -2.391
Br -6.121 -2.263 -2.606
C -3.750 -1.636 -1.109
C -4.486 -1.616 0.090
C -3.819 -1.291 1.267
C -2.464 -1.022 1.260
N -1.729 -1.045 0.140
C -2.367 -1.338 -1.026
C -1.518 -1.350 -2.168
O -0.277 -1.032 -2.030
H -3.863 -2.282 -4.470
H -5.539 -1.853 0.088
H -4.360 -1.243 2.198
H -1.947 -0.767 2.172
I 1.004 -0.646 2.408
C 1.687 -4.372 -1.939
C 1.020 -3.540 -0.984
N 0.509 -2.779 -0.282
H 1.577 -3.919 -2.928
H 1.265 -5.377 -1.953
H 2.746 -4.412 -1.684
C -1.166 3.838 0.856
C -2.219 3.251 -0.096
C -2.883 2.195 0.785
O -1.840 1.669 1.562
C -1.037 2.764 1.956
H -1.499 4.786 1.281
H -0.215 4.006 0.358
H -1.737 2.763 -0.944
H -2.930 3.990 -0.462
H -3.342 1.380 0.229
H -3.647 2.658 1.433
H -0.022 2.392 2.086
H -1.396 3.154 2.920
```

Output
- LUMO (alpha / beta): 1.81 / 1.66 eV
- <S²>: 6.066
- Energy above the lowest of the compared OMol25 structures with the same formula, charge and spin: 13.7 kcal per mole
- HOMO energy (alpha / beta): -2.00 / -4.40 eV
- Charge: -1
- Multiplicity: 5


A molecular structure, C40H80Li3O14P, computed with ωB97M-V with the def2-TZVPD basis set.

Structure (XYZ):
```
138
Properties=species:S:1:pos:R:3
Li -14.629 5.945 -16.543
Li -16.290 4.827 -13.504
Li -17.382 8.283 -16.177
P -16.431 6.520 -15.015
O -16.574 7.896 -14.435
O -17.535 5.499 -14.690
O -15.127 5.750 -14.652
O -16.348 6.773 -16.556
C -16.198 12.204 -17.529
C -15.021 11.576 -16.779
C -15.567 10.213 -16.293
O -16.809 10.036 -17.006
C -16.974 11.015 -18.030
H -15.929 12.945 -18.282
H -16.815 12.719 -16.793
H -14.639 12.242 -16.004
H -14.162 11.373 -17.418
H -15.800 10.128 -15.231
H -14.946 9.360 -16.567
H -18.017 11.131 -18.324
H -16.522 10.631 -18.945
C -16.908 6.876 -10.181
C -16.099 5.932 -9.425
C -16.170 4.627 -10.267
O -16.876 4.964 -11.482
C -16.745 6.380 -11.593
H -16.502 7.885 -10.106
H -17.968 6.972 -9.943
H -16.435 5.771 -8.400
H -15.041 6.179 -9.339
H -16.684 3.871 -9.673
H -15.163 4.274 -10.492
H -17.506 6.750 -12.280
H -15.812 6.613 -12.106
C -15.178 5.822 -20.367
C -13.996 6.159 -21.322
C -14.537 7.425 -21.974
O -15.631 7.867 -21.169
C -15.684 7.169 -19.964
H -14.850 5.285 -19.477
H -16.022 5.308 -20.828
H -13.739 5.358 -22.016
H -13.067 6.384 -20.799
H -14.955 7.252 -22.966
H -13.763 8.192 -22.002
H -16.657 7.106 -19.477
H -15.018 7.728 -19.307
C -13.152 10.261 -10.860
C -14.307 10.180 -11.831
C -13.764 9.158 -12.892
O -12.355 9.406 -12.917
C -11.936 10.143 -11.781
H -13.087 9.378 -10.224
H -13.029 11.116 -10.195
H -14.467 11.140 -12.320
H -15.255 9.817 -11.434
H -14.173 9.390 -13.876
H -14.042 8.119 -12.717
H -11.710 11.178 -12.038
H -11.075 9.677 -11.301
C -21.894 2.182 -14.209
C -21.054 3.421 -14.055
C -19.702 2.851 -13.539
O -19.938 1.465 -13.296
C -21.316 1.178 -13.179
H -21.666 1.793 -15.201
H -22.964 2.391 -14.191
H -21.488 4.073 -13.297
H -20.997 3.990 -14.984
H -19.448 3.321 -12.589
H -18.908 3.004 -14.271
H -21.650 1.298 -12.149
H -21.577 0.169 -13.497
C -18.602 3.693 -19.618
C -18.622 4.875 -18.669
C -19.357 4.354 -17.453
O -20.297 3.432 -17.988
C -20.004 3.182 -19.385
H -17.853 2.945 -19.354
H -18.480 3.964 -20.667
H -19.206 5.701 -19.075
H -17.645 5.291 -18.422
H -19.894 5.156 -16.946
H -18.655 3.890 -16.760
H -20.757 3.772 -19.907
H -20.012 2.120 -19.633
C -10.777 6.938 -15.650
C -10.414 6.555 -17.144
C -11.713 6.896 -17.831
O -12.740 6.599 -16.883
C -12.281 6.589 -15.535
H -10.672 8.023 -15.621
H -10.119 6.468 -14.918
H -10.203 5.491 -17.248
H -9.551 7.139 -17.466
H -11.774 6.267 -18.719
H -11.765 7.961 -18.061
H -12.445 5.601 -15.105
H -12.711 7.353 -14.888
C -13.845 2.369 -18.745
C -14.947 2.053 -17.775
C -15.339 3.356 -17.147
O -14.219 4.212 -17.339
C -13.106 3.556 -18.027
H -14.195 2.660 -19.735
H -13.070 1.608 -18.834
H -14.598 1.325 -17.042
H -15.749 1.604 -18.361
H -15.448 3.183 -16.076
H -16.157 3.840 -17.679
H -12.417 3.179 -17.270
H -12.697 4.196 -18.809
C -21.222 8.664 -14.715
C -21.582 9.065 -16.110
C -20.277 9.000 -16.953
O -19.328 8.401 -16.122
C -19.944 7.800 -14.918
H -21.963 8.057 -14.193
H -20.986 9.574 -14.164
H -21.975 10.081 -16.140
H -22.320 8.413 -16.578
H -19.906 9.971 -17.281
H -20.420 8.431 -17.872
H -19.286 7.855 -14.052
H -20.119 6.739 -15.098
C -18.680 11.996 -11.452
C -18.374 10.528 -11.719
C -18.078 10.667 -13.246
O -19.033 11.596 -13.785
C -19.514 12.409 -12.682
H -17.839 12.685 -11.382
H -19.223 12.112 -10.514
H -19.267 9.937 -11.515
H -17.580 10.244 -11.028
H -18.211 9.784 -13.870
H -17.094 11.097 -13.431
H -20.541 12.103 -12.483
H -19.462 13.485 -12.849
```

Output
- LUMO: 0.25 eV
- Energy above the lowest of the compared OMol25 structures with the same formula, charge and spin: 0.0 kcal per mole
- HOMO energy: -7.79 eV


A single C4H7N3 molecule, computed with ωB97M-V with the def2-TZVPD basis set.

Structure (XYZ):
```
14
Properties=species:S:1:pos:R:3
C -0.295 -2.022 0.328
C 0.653 -1.001 -0.346
C 0.364 0.451 -0.036
C -0.304 1.409 -0.772
N -0.401 2.465 0.069
N 0.178 2.210 1.244
N 0.646 1.004 1.183
H 0.077 -3.052 0.201
H -0.323 -1.845 1.412
H -1.305 -1.969 -0.080
H 1.602 -1.329 0.073
H 0.682 -1.112 -1.441
H -0.698 1.444 -1.778
H -0.877 3.347 -0.056
```

Output
- LUMO: 0.87 eV
- Energy above the lowest of the compared OMol25 structures with the same formula, charge and spin: 18.3 kcal per mole
- HOMO energy: -9.50 eV


2 unconnected molecules or ions with the total composition C3H11N2, computed with ωB97M-V with the def2-TZVPD basis set.

Structure (XYZ):
```
16
Properties=species:S:1:pos:R:3
C 1.293 0.305 1.718
C 2.164 -0.944 1.479
H 1.903 1.201 1.630
H 0.799 0.296 2.684
H 0.555 0.369 0.914
H 3.191 -0.767 1.789
H 1.831 -1.824 2.018
H 2.155 -1.180 0.417
N -1.002 1.182 -1.346
C -1.581 0.025 -1.281
N -2.607 -0.330 -2.047
H -1.162 1.878 -2.061
H -0.313 1.482 -0.671
H -1.408 -0.711 -0.502
H -2.973 -1.256 -1.924
H -2.844 0.275 -2.816
```

Output
- LUMO: -4.00 eV
- Energy above the lowest of the compared OMol25 structures with the same formula, charge and spin: 10.6 kcal per mole
- HOMO energy: -15.00 eV
- Charge: +1


A single CHN3O7 molecule, computed with ωB97M-V with the def2-TZVPD basis set.

Structure (XYZ):
```
12
Properties=species:S:1:pos:R:3
C -2.446 0.079 0.052
N -1.163 0.396 0.065
N -3.600 0.964 0.037
N -2.580 -1.424 0.046
O -0.567 1.436 -0.162
O -0.277 -0.738 0.459
O -4.641 0.398 0.256
O -3.407 2.113 -0.176
O -2.188 -2.141 0.892
O -3.001 -1.695 -1.031
O 0.970 -0.238 0.673
H 1.597 -0.260 -0.140
```

Output
- LUMO: -1.52 eV
- Energy above the lowest of the compared OMol25 structures with the same formula, charge and spin: 87.8 kcal per mole
- HOMO energy: -10.78 eV


A molecular structure, CHO4PS, computed with ωB97M-V with the def2-TZVPD basis set.

Structure (XYZ):
```
8
Properties=species:S:1:pos:R:3
C 2.366 0.077 -0.453
O 0.131 -2.814 0.492
O 1.958 -1.021 0.474
O -0.472 -0.297 0.530
O 0.625 -1.229 -1.551
P 0.499 -1.492 -0.113
S 3.709 0.745 0.135
H -0.352 0.236 -0.265
```

Output
- LUMO: 5.98 eV
- Energy above the lowest of the compared OMol25 structures with the same formula, charge and spin: 48.9 kcal per mole
- HOMO energy: 1.34 eV
- Charge: -2


A single C3H4NP molecule, computed with ωB97M-V with the def2-TZVPD basis set.

Structure (XYZ):
```
9
Properties=species:S:1:pos:R:3
C 0.235 0.041 0.369
C 1.641 0.172 0.452
C -1.672 -0.263 -0.765
N -0.364 -0.329 -0.782
P 3.016 0.170 -0.534
H -0.428 0.291 1.216
H 2.044 0.331 1.387
H -2.237 0.289 0.168
H -2.236 -0.701 -1.511
```

Output
- LUMO (alpha / beta): -0.69 / -1.41 eV
- Energy above the lowest of the compared OMol25 structures with the same formula, charge and spin: 68.1 kcal per mole
- HOMO energy (alpha / beta): -7.62 / -8.02 eV


What largest force on an atom values result from the calculations? In sequence: 1.117 1.878 3.537 4.442 0.553 2.883 2.740 0.907 2.233 2.973 2.815 4.205 eV/Å.
What energy values result from the calculations? In sequence: -40374.54231 -8898.80036 -18837.86405 -9878.09309 -108959.88870 -235933.05455 -81351.56789 -8730.88526 -6263.12121 -19841.91177 -29367.74003 -13950.39038 eV.